(1)
Here is a molecular structure, C32H30BrF12N2O4PTa from the Open Molecules 2025 dataset. Energies are from ωB97M-V/def2-TZVPD.

Each line ends with the Löwdin charge.
Atoms and positions in Å:
Ta  -0.26627  0.60723  -0.41675  1.850
Br  -3.02200  7.44824  -2.28115  0.798
P  -0.03947  -0.60631  -2.73623  0.916
F  -3.77440  0.90617  0.96609  0.176
F  -3.19715  -2.75536  -1.01985  0.166
F  -4.65504  -2.43555  0.55190  0.178
F  3.24966  3.05212  0.64841  0.185
F  2.49760  -1.47019  -0.54176  0.141
F  -4.07992  -0.66475  2.42638  0.200
F  3.97521  -0.28634  -1.57070  0.169
F  4.35789  -0.97573  0.43862  0.199
F  4.95038  1.74837  0.30020  0.179
F  3.66370  2.32626  -1.33465  0.172
F  -2.20464  0.40171  2.35152  0.160
F  -4.36042  -0.93750  -0.96902  0.176
O  -1.86764  -0.45880  -0.35870  -0.266
O  -1.11773  2.36669  -1.28925  -0.093
O  -0.68515  2.26650  0.82655  -0.068
O  1.58968  1.06731  -0.49434  -0.245
N  0.26948  -0.55230  1.09626  -0.092
N  -1.98095  6.16638  1.48027  0.101
C  3.97573  1.33619  5.07567  -0.033
C  0.00212  -2.41540  -2.43104  -0.361
C  2.99882  0.86515  4.03534  -0.240
C  0.52247  -2.77292  2.01244  -0.005
C  1.40383  -0.12628  -3.73234  -0.369
C  -2.42448  6.36460  -0.86527  -0.659
C  3.42045  -0.50404  -0.37271  -0.546
C  -1.68010  -2.12851  1.32189  -0.066
C  3.68239  1.99469  -0.04090  -0.565
C  -1.58050  4.33436  0.01263  -0.113
C  -1.30628  -4.30798  2.34185  -0.244
C  -3.19338  -0.11449  1.60607  -0.555
C  -1.83797  -5.63504  2.80443  -0.034
C  -2.14531  -3.36111  1.77619  0.036
C  -1.12148  2.96497  -0.15581  -0.515
C  1.40402  1.37293  -4.03579  -0.123
C  1.76300  0.33032  4.37780  -0.003
C  1.21528  -0.03994  2.05369  -0.218
C  -2.39116  6.87254  0.43304  -0.143
C  2.42694  0.55978  1.69126  -0.068
C  -3.73549  -1.83770  -0.20262  -0.560
C  2.75574  0.77207  0.21511  -0.256
C  0.82465  -3.22726  -3.43046  -0.122
C  0.04738  -3.99756  2.43095  -0.007
C  -1.53132  -0.25903  -3.72703  -0.371
C  -1.60055  -0.99436  -5.06341  -0.117
C  -1.58188  4.91959  1.27664  -0.047
C  0.88901  -0.11430  3.40605  0.001
C  -2.60683  -1.14906  0.60990  -0.258
C  -2.01361  5.07008  -1.08901  -0.028
C  -0.32822  -1.80137  1.48093  -0.213
C  3.30487  0.97592  2.68594  0.033
H  -1.39875  -5.92344  3.75897  0.086
H  -0.77024  -0.72546  -5.71719  0.073
H  4.91849  0.79344  4.99558  0.090
H  2.33831  1.65559  -4.51810  0.086
H  -1.25135  4.35590  2.14043  0.132
H  1.87843  -2.95161  -3.39486  0.074
H  -0.06196  -0.54293  3.69240  0.127
H  4.19639  2.39676  4.94851  0.090
H  -2.70646  7.89151  0.62377  0.115
H  0.74015  -4.72203  2.84175  0.126
H  1.57604  -2.54592  2.11002  0.128
H  2.29372  -0.40880  -3.17087  0.066
H  -2.37884  -0.52028  -3.08788  0.075
H  0.37920  -2.56866  -1.41738  0.063
H  4.25642  1.41120  2.41557  0.129
H  -3.19507  -3.59784  1.68849  0.124
H  0.47266  -3.09629  -4.45319  0.067
H  1.47808  0.25711  5.41995  0.123
H  0.75182  -4.28631  -3.18599  0.084
H  3.58424  1.18934  6.08036  0.080
H  -1.57321  0.82393  -3.86786  0.082
H  -2.52398  -0.73745  -5.58054  0.083
H  -1.59147  -2.07539  -4.92432  0.069
H  -1.04288  -2.73434  -2.42041  0.079
H  -2.01998  4.63370  -2.07830  0.124
H  1.40460  -0.71750  -4.64986  0.088
H  0.58743  1.64578  -4.70456  0.073
H  -1.59765  -6.41876  2.08356  0.091
H  1.31506  1.96469  -3.12283  0.055
H  -2.92014  -5.60698  2.91956  0.082

Results
Highest occupied orbital energy = -10.901 eV
Largest force on an atom = 0.013 hartree/bohr
Frontier orbital gap = 0.271 Ha
Charge = +1
Electronic energy = -5818.73294 a.u.

(2)
Here is a single C4H6F2 molecule from the Open Molecules 2025 dataset. Energies are from ωB97M-V/def2-TZVPD.

Each line ends with the Löwdin charge.
Atoms and positions in Å:
F  -1.30538  -1.81991  1.12937  0.037
F  -2.23325  0.07717  2.18255  0.005
C  0.27284  -0.06263  -0.57559  -0.184
C  -0.60097  0.32640  0.39616  -0.015
C  -1.14089  -0.59127  1.58451  -0.377
C  1.22363  0.60108  -1.53054  -0.125
H  -0.27831  -1.01123  2.29473  0.187
H  0.41743  -1.10161  -0.66307  0.077
H  1.47176  1.74585  -1.44673  0.098
H  2.10251  -0.13611  -1.58313  0.089
H  -0.64394  1.32394  0.83346  0.095
H  0.71458  0.64831  -2.62172  0.112

Results
Highest occupied orbital energy = -9.821 eV
Largest force on an atom = 0.075 hartree/bohr
Frontier orbital gap = 0.392 Ha
Charge = 0
Electronic energy = -355.65105 a.u.
Structure (SMILES) = C/C=C/C(F)F